# 1
{"formula": "C5H6O", "method": "ωB97M-V/def2-TZVPD", "elements": ["O", "C", "C", "C", "C", "C", "H", "H", "H", "H", "H", "H"], "xyz": [[2.41, -0.14, 0.00], [1.26, -0.10, -0.08], [0.10, -1.35, -0.03], [-1.20, -0.63, -0.07], [-1.07, 0.68, 0.01], [0.34, 1.26, -0.02], [0.41, -1.96, -0.79], [0.39, -1.79, 1.05], [-2.06, -1.31, -0.03], [-1.84, 1.43, 0.06], [0.65, 1.95, 0.73], [0.61, 1.97, -0.82]], "largest_force_ha_per_bohr": 0.11094, "gap_ev": 10.053, "homo_energy_ev": -9.06, "total_charge": 0, "smiles": "O=C1CC=CC1", "lumo_ev": 1.0, "energy_ha": -269.29524, "e_above_lowest_ev": 1.388, "spin_multiplicity": 1}



# 2
{"formula": "C7H10N2O", "method": "ωB97M-V/def2-TZVPD", "elements": ["C", "C", "C", "N", "C", "C", "H", "H", "H", "H", "H", "C", "C", "N", "O", "H", "H", "H", "H", "H"], "xyz": [[2.12, 4.46, 0.37], [0.73, 4.43, 0.31], [0.07, 3.24, 0.60], [0.70, 2.11, 0.95], [2.04, 2.14, 1.00], [2.79, 3.29, 0.72], [2.68, 5.37, 0.14], [0.16, 5.33, 0.03], [-1.03, 3.19, 0.56], [2.54, 1.21, 1.28], [3.89, 3.25, 0.78], [-4.13, -0.25, 1.37], [-2.96, 0.68, 1.17], [-1.74, 0.11, 1.39], [-3.08, 1.85, 0.83], [-5.07, 0.29, 1.17], [-4.16, -0.63, 2.41], [-4.08, -1.12, 0.69], [-1.64, -0.86, 1.67], [-0.91, 0.70, 1.26]], "largest_force_ha_per_bohr": 0.01775, "gap_ev": 10.549, "homo_energy_ev": -9.59, "total_charge": 0, "smiles": "c1ccncc1.CC(N)=O", "lumo_ev": 1.0, "energy_ha": -457.50879, "e_above_lowest_ev": 0.000, "spin_multiplicity": 1}



# 3
{"formula": "HN2O4S", "method": "ωB97M-V/def2-TZVPD", "elements": ["O", "N", "N", "S", "O", "O", "O", "H"], "xyz": [[-2.50, -1.26, 0.06], [-1.27, -1.09, 0.22], [-0.81, 0.09, 0.15], [1.31, 0.31, -0.06], [1.31, 1.68, -0.51], [1.63, -0.69, -1.04], [1.76, 0.09, 1.29], [-1.43, 0.87, -0.11]], "largest_force_ha_per_bohr": 0.05004, "gap_ev": 8.879, "homo_energy_ev": -4.91, "total_charge": -1, "smiles": "O=NNS(=O)(=O)[O-]", "lumo_ev": 4.0, "energy_ha": -809.26283, "e_above_lowest_ev": 0.162, "spin_multiplicity": 1}



# 4
{"formula": "C2H2N2O", "method": "ωB97M-V/def2-TZVPD", "elements": ["C", "C", "O", "N", "N", "H", "H"], "xyz": [[0.49, 1.02, -0.01], [1.10, -0.19, -0.01], [0.13, -1.12, 0.01], [-1.10, -0.44, -0.01], [-0.86, 0.79, 0.00], [0.93, 2.01, 0.05], [2.14, -0.51, 0.00]], "largest_force_ha_per_bohr": 0.01597, "gap_ev": 11.548, "homo_energy_ev": -10.62, "total_charge": 0, "smiles": "c1conn1", "lumo_ev": 0.9, "energy_ha": -262.09371, "e_above_lowest_ev": 1.910, "spin_multiplicity": 1}



# 5
{"formula": "C4H37NO15", "method": "ωB97M-V/def2-TZVPD", "elements": ["C", "N", "C", "C", "C", "O", "H", "H", "H", "H", "H", "H", "H", "H", "H", "H", "H", "O", "H", "H", "O", "H", "H", "O", "H", "H", "O", "H", "H", "O", "H", "H", "O", "H", "H", "O", "H", "H", "O", "H", "H", "O", "H", "H", "O", "H", "H", "O", "H", "H", "O", "H", "H", "O", "H", "H", "O"], "xyz": [[-0.43, 0.67, 2.96], [-0.11, -0.66, 2.44], [-0.16, 0.00, -0.06], [0.41, -0.84, 1.08], [1.97, -0.44, 1.21], [2.70, -0.76, 0.38], [0.42, 1.36, 2.95], [-1.27, 1.19, 2.58], [-0.76, 0.73, 4.07], [-0.97, -1.14, 2.71], [0.47, 0.13, -0.92], [-1.29, -0.26, -0.27], [-0.24, 0.98, 0.26], [0.46, -1.94, 0.69], [2.20, 0.03, 2.20], [-1.94, 3.02, 0.73], [-1.07, 3.11, -0.53], [-1.99, 3.04, -0.21], [-2.23, -2.24, -1.92], [-1.53, -2.09, -0.58], [-1.36, -2.11, -1.54], [1.07, -2.22, -2.77], [2.34, -1.68, -1.85], [1.86, -1.50, -2.63], [1.40, -4.74, -0.37], [2.64, -5.38, -0.54], [2.32, -4.49, -0.43], [-2.04, 0.04, -2.59], [-3.05, 1.14, -2.21], [-2.99, 0.16, -2.42], [3.35, 4.11, 0.95], [2.58, 3.93, -0.31], [2.64, 4.58, 0.41], [-2.39, 3.35, -3.06], [-3.04, 3.06, -1.67], [-3.15, 2.97, -2.59], [-0.95, -4.33, -0.87], [-0.71, -4.21, 0.75], [-0.28, -4.30, -0.14], [0.35, 1.92, -4.16], [-1.40, 1.96, -4.18], [-0.54, 2.36, -4.29], [4.70, 2.52, 2.16], [3.99, 1.64, 1.07], [3.96, 2.51, 1.54], [2.09, 1.25, -4.07], [1.80, 0.18, -3.05], [1.54, 1.08, -3.32], [-3.54, -3.76, 1.68], [-2.42, -3.01, 2.28], [-2.67, -3.46, 1.49], [-0.84, -3.74, 3.83], [-1.32, -2.78, 4.78], [-1.58, -3.23, 4.06], [0.85, 4.01, 0.85], [0.06, 4.53, 2.05], [0.07, 3.80, 1.37]], "largest_force_ha_per_bohr": 0.09418, "gap_ev": [8.968, 4.164], "homo_energy_ev": [-12.56, -12.56], "total_charge": 1, "lumo_ev": [-3.6, -8.4], "energy_ha": -1357.53443, "e_above_lowest_ev": 0.000, "s2": 0.756, "spin_multiplicity": 2}



# 6
{"formula": "C28H46N8PS4Y", "method": "ωB97M-V/def2-TZVPD", "elements": ["Y", "C", "C", "S", "C", "C", "S", "C", "C", "S", "H", "H", "H", "H", "H", "H", "H", "H", "H", "H", "H", "H", "C", "C", "C", "C", "C", "C", "N", "N", "C", "C", "C", "C", "C", "N", "H", "H", "H", "H", "H", "H", "H", "H", "H", "C", "N", "C", "N", "C", "N", "C", "P", "C", "C", "H", "H", "H", "H", "H", "H", "H", "H", "H", "H", "H", "H", "H", "C", "C", "N", "C", "S", "N", "C", "C", "H", "H", "H", "H", "H", "H", "H", "H", "H", "H", "H", "H"], "xyz": [[0.23, -0.91, 0.25], [-2.64, -0.61, 2.68], [-3.25, 0.27, 1.60], [-2.03, 0.85, 0.37], [-2.87, 0.55, -1.21], [-3.21, -0.90, -1.51], [-1.80, -2.06, -1.36], [-2.47, -3.37, -0.29], [-2.91, -2.95, 1.10], [-1.67, -2.04, 2.08], [-3.42, -1.00, 3.33], [-1.94, -0.05, 3.30], [-3.68, 1.15, 2.07], [-4.05, -0.23, 1.07], [-2.19, 0.96, -1.96], [-3.78, 1.15, -1.24], [-3.59, -0.98, -2.53], [-4.00, -1.28, -0.86], [-1.69, -4.13, -0.26], [-3.32, -3.80, -0.82], [-3.17, -3.85, 1.67], [-3.81, -2.33, 1.07], [1.19, 1.79, 5.23], [0.96, 0.53, 4.69], [0.88, 0.39, 3.31], [1.04, 1.50, 2.48], [1.26, 2.77, 3.03], [1.34, 2.90, 4.41], [0.93, 1.27, 1.09], [1.17, 2.22, 0.33], [1.02, 1.94, -1.06], [1.25, 2.99, -1.93], [1.13, 2.75, -3.29], [0.79, 1.48, -3.73], [0.58, 0.49, -2.79], [0.68, 0.70, -1.46], [1.24, 1.91, 6.31], [0.83, -0.33, 5.33], [0.69, -0.61, 2.91], [1.36, 3.63, 2.38], [1.50, 3.88, 4.84], [1.51, 3.96, -1.53], [1.30, 3.55, -4.00], [0.70, 1.25, -4.78], [0.32, -0.52, -3.10], [6.18, -2.32, 1.41], [5.46, -1.68, 2.62], [5.93, -0.22, 2.74], [5.69, 0.47, 1.52], [6.39, -0.17, 0.41], [5.94, -1.55, 0.24], [4.57, -1.65, -0.24], [3.37, -0.89, 0.96], [3.97, -1.77, 2.48], [4.28, 0.71, 1.25], [5.82, -3.34, 1.31], [7.24, -2.32, 1.66], [5.75, -2.18, 3.46], [7.00, -0.26, 2.96], [5.40, 0.23, 3.57], [7.46, -0.17, 0.61], [6.22, 0.39, -0.51], [4.29, -2.69, -0.41], [4.48, -1.13, -1.20], [3.69, -2.82, 2.43], [3.52, -1.33, 3.37], [3.83, 1.25, 2.08], [4.19, 1.34, 0.36], [-0.73, -5.94, -3.30], [-0.28, -6.35, -1.91], [0.44, -5.23, -1.28], [0.60, -4.91, 0.00], [1.39, -3.38, 0.37], [0.24, -5.67, 1.02], [-0.06, -7.12, 1.10], [-1.52, -7.39, 1.41], [-1.26, -6.77, -3.77], [0.13, -5.70, -3.93], [-1.40, -5.08, -3.26], [0.37, -7.22, -1.96], [-1.14, -6.60, -1.28], [0.88, -4.59, -1.92], [0.38, -5.22, 1.92], [0.58, -7.51, 1.89], [0.26, -7.60, 0.18], [-1.82, -6.91, 2.34], [-1.68, -8.46, 1.53], [-2.17, -7.04, 0.61]], "largest_force_ha_per_bohr": 0.00951, "gap_ev": 7.178, "homo_energy_ev": -18.84, "total_charge": 4, "lumo_ev": -11.7, "energy_ha": -3503.83220, "e_above_lowest_ev": 0.065, "spin_multiplicity": 1}



# 7
{"formula": "C3H4N2O", "method": "ωB97M-V/def2-TZVPD", "elements": ["O", "C", "N", "N", "C", "C", "H", "H", "H", "H"], "xyz": [[-0.70, 2.23, -0.09], [-0.34, 1.08, -0.22], [0.92, 0.52, -0.84], [1.07, -0.65, -0.19], [0.03, -0.97, 0.69], [-0.89, -0.01, 0.58], [-0.35, 0.66, -2.20], [1.90, -1.24, -0.28], [0.09, -1.83, 1.35], [-1.73, 0.21, 1.21]], "largest_force_ha_per_bohr": 0.03738, "gap_ev": [8.247, 7.985], "homo_energy_ev": [-8.79, -9.09], "total_charge": 0, "lumo_ev": [-0.5, -1.1], "energy_ha": -301.29736, "e_above_lowest_ev": 5.167, "spin_multiplicity": 1}



# 8
{"formula": "CH10N3O3Ru", "method": "ωB97M-V/def2-TZVPD", "elements": ["C", "Ru", "N", "N", "H", "H", "H", "H", "H", "H", "H", "H", "H", "H", "O", "N", "O", "O"], "xyz": [[-0.13, -2.06, 0.42], [0.41, 0.24, -0.06], [-0.21, 2.23, -0.17], [-0.30, -0.07, -1.97], [0.60, 2.86, -0.19], [-0.85, -1.24, 0.46], [-0.10, -2.35, 1.46], [0.94, -2.21, 0.04], [-0.69, -2.64, -0.30], [0.27, 0.43, -2.65], [-1.27, 0.25, -2.07], [-0.30, -1.06, -2.24], [-0.81, 2.48, -0.96], [-0.73, 2.48, 0.68], [1.73, 0.73, 3.80], [1.06, 0.14, 3.05], [0.25, -0.77, 3.13], [1.23, 0.74, 1.39]], "largest_force_ha_per_bohr": 0.08807, "gap_ev": [6.036, 8.306], "homo_energy_ev": [-10.10, -13.62], "total_charge": 1, "lumo_ev": [-4.1, -5.3], "energy_ha": -528.43982, "e_above_lowest_ev": 0.481, "s2": 6.020, "spin_multiplicity": 5}



# 9
{"formula": "C23H22N4O2PS5SbSn", "method": "ωB97M-V/def2-TZVPD", "elements": ["Sn", "N", "C", "C", "C", "C", "C", "C", "S", "O", "O", "N", "C", "N", "C", "C", "C", "N", "H", "H", "H", "H", "H", "H", "H", "H", "H", "S", "Sb", "S", "S", "S", "C", "P", "C", "C", "C", "C", "C", "C", "C", "C", "C", "C", "C", "C", "H", "H", "H", "H", "H", "H", "H", "H", "H", "H", "H", "H", "H"], "xyz": [[-0.48, 1.07, 0.30], [2.64, -4.36, 6.64], [1.90, -3.77, 5.66], [1.92, -4.29, 4.35], [1.17, -3.71, 3.35], [0.41, -2.58, 3.64], [0.35, -2.07, 4.93], [1.08, -2.66, 5.93], [-0.43, -1.76, 2.35], [-0.67, -2.68, 1.28], [-1.62, -1.17, 2.96], [0.40, -0.47, 1.74], [1.77, -0.39, 1.65], [2.58, -1.07, 2.47], [3.88, -0.91, 2.32], [4.43, -0.08, 1.35], [3.52, 0.60, 0.56], [2.21, 0.45, 0.69], [3.37, -5.00, 6.38], [2.76, -3.89, 7.52], [2.53, -5.16, 4.14], [1.17, -4.10, 2.35], [-0.27, -1.20, 5.12], [1.04, -2.27, 6.94], [4.50, -1.48, 3.01], [5.50, 0.03, 1.22], [3.85, 1.27, -0.22], [-4.94, -1.16, 3.06], [-3.45, 0.02, 1.89], [-2.30, -0.81, -0.18], [-2.16, 1.96, 2.21], [-4.07, 0.36, -0.45], [-0.43, 0.31, -4.42], [0.12, 0.07, -2.67], [1.90, 0.45, -2.90], [2.34, 1.72, -2.52], [3.66, 2.10, -2.71], [4.56, 1.20, -3.28], [4.13, -0.06, -3.66], [2.81, -0.44, -3.46], [0.13, -1.75, -2.54], [-0.75, -2.55, -3.27], [-0.76, -3.92, -3.07], [0.08, -4.50, -2.13], [0.93, -3.70, -1.38], [0.95, -2.34, -1.58], [0.09, -0.38, -5.08], [-0.21, 1.34, -4.71], [-1.51, 0.15, -4.48], [1.63, 2.42, -2.08], [3.99, 3.08, -2.40], [5.59, 1.49, -3.42], [4.83, -0.76, -4.10], [2.48, -1.43, -3.74], [-1.43, -2.11, -3.98], [-1.44, -4.54, -3.65], [0.06, -5.57, -1.98], [1.57, -4.15, -0.63], [1.62, -1.71, -1.00]], "largest_force_ha_per_bohr": 0.01515, "gap_ev": 6.957, "homo_energy_ev": -7.68, "total_charge": 0, "lumo_ev": -0.7, "energy_ha": -4046.06200, "spin_multiplicity": 1}



# 10
{"formula": "C6H15N2", "method": "ωB97M-V/def2-TZVPD", "elements": ["C", "N", "C", "C", "C", "C", "C", "N", "H", "H", "H", "H", "H", "H", "H", "H", "H", "H", "H", "H", "H", "H", "H"], "xyz": [[1.23, -0.90, -1.03], [0.45, -0.46, 0.07], [-0.90, -0.33, -0.25], [-1.53, 0.70, 0.73], [-2.82, 1.24, 0.15], [-3.68, 0.51, -0.61], [2.11, 0.22, -1.64], [3.77, -0.81, 2.26], [2.02, -1.52, -0.57], [0.61, -1.43, -1.75], [3.96, -1.43, 3.04], [-1.08, 0.02, -1.28], [-1.40, -1.31, -0.12], [-1.58, 0.39, 1.77], [-0.85, 1.56, 0.63], [-2.81, 2.28, -0.15], [-4.64, 0.99, -0.74], [-3.53, -0.54, -0.82], [2.33, 0.95, -0.85], [1.44, 0.84, -2.25], [2.77, -0.61, 2.23], [3.03, -0.08, -2.13], [4.12, 0.09, 2.59]], "largest_force_ha_per_bohr": 0.04949, "gap_ev": 5.249, "homo_energy_ev": -13.19, "total_charge": 1, "lumo_ev": -7.9, "energy_ha": -346.67605, "e_above_lowest_ev": 6.436, "spin_multiplicity": 1}



# 11
{"formula": "C25H48F3N4O8PS3", "method": "ωB97M-V/def2-TZVPD", "elements": ["C", "C", "O", "C", "O", "C", "C", "C", "C", "P", "O", "C", "C", "C", "S", "C", "C", "N", "C", "C", "C", "C", "C", "N", "C", "C", "C", "C", "C", "C", "N", "C", "C", "O", "F", "H", "H", "H", "H", "H", "H", "H", "H", "H", "H", "H", "H", "H", "H", "H", "H", "H", "H", "H", "H", "H", "H", "H", "H", "H", "H", "H", "H", "H", "H", "H", "H", "H", "H", "H", "H", "H", "H", "H", "H", "H", "H", "H", "H", "H", "H", "H", "H", "N", "S", "O", "O", "F", "S", "O", "O", "F"], "xyz": [[1.40, 5.79, 2.31], [2.10, 6.05, 0.98], [1.19, 6.44, -0.06], [0.85, 5.49, -0.97], [0.86, 5.73, -2.16], [0.37, 4.19, -0.38], [-0.44, 3.35, -1.37], [-1.75, 2.78, -0.80], [-1.63, 1.55, 0.11], [-3.28, 1.61, 1.01], [-4.46, 1.89, 0.15], [-0.54, 1.57, 1.22], [-0.61, 0.15, 1.70], [-0.15, -0.22, 3.06], [1.53, 0.43, 3.32], [2.57, -0.99, 2.84], [3.84, -0.51, 2.11], [-1.14, -0.62, 0.81], [-1.44, -2.03, 1.02], [-0.44, -3.02, 0.43], [-1.05, -4.44, 0.34], [-0.21, -5.44, 1.12], [1.25, -5.45, 0.72], [1.50, -5.65, -0.71], [-1.43, 0.12, -0.48], [-2.63, -0.50, -1.22], [-2.93, 0.13, -2.59], [-4.38, 0.61, -2.75], [-4.84, 0.73, -4.20], [-3.79, 1.26, -5.17], [-3.23, 2.55, -4.72], [-0.21, -0.02, -1.43], [1.16, 0.12, -0.81], [1.83, 1.13, -0.80], [1.59, -1.00, -0.24], [1.63, 4.80, 2.71], [1.70, 6.51, 3.07], [0.32, 5.87, 2.21], [2.69, 5.19, 0.67], [2.79, 6.88, 1.09], [1.25, 3.64, -0.04], [-0.23, 4.43, 0.50], [-0.74, 4.01, -2.19], [0.19, 2.59, -1.81], [-2.48, 2.61, -1.57], [-2.17, 3.58, -0.18], [-3.44, 0.39, 1.70], [-3.05, 2.61, 1.98], [-0.83, 2.21, 2.05], [0.45, 1.80, 0.86], [-0.14, -1.28, 3.25], [-0.80, 0.29, 3.77], [2.84, -1.51, 3.76], [1.99, -1.65, 2.21], [3.89, -0.96, 1.13], [4.71, -0.87, 2.65], [3.89, 0.57, 2.03], [-1.53, -2.20, 2.09], [-2.42, -2.24, 0.60], [0.42, -3.07, 1.10], [-0.12, -2.71, -0.56], [-2.07, -4.46, 0.73], [-1.13, -4.72, -0.70], [-0.64, -6.44, 0.98], [-0.31, -5.23, 2.19], [1.74, -6.24, 1.28], [1.70, -4.54, 1.08], [2.02, -4.87, -1.09], [0.64, -5.74, -1.24], [-2.35, -1.54, -1.39], [-3.52, -0.52, -0.59], [-2.74, -0.61, -3.36], [-2.28, 0.97, -2.80], [-5.03, -0.08, -2.20], [-4.47, 1.59, -2.29], [-5.68, 1.41, -4.23], [-5.19, -0.24, -4.56], [-3.02, 0.52, -5.37], [-4.30, 1.41, -6.13], [-2.26, 2.44, -4.47], [-3.21, 3.19, -5.50], [-0.28, -0.98, -1.94], [-0.25, 0.75, -2.19], [5.95, -3.10, 1.35], [4.52, -3.76, 1.41], [3.59, -3.13, 2.31], [4.47, -5.18, 1.32], [3.99, -3.27, -0.02], [6.86, -3.27, 2.63], [7.97, -2.38, 2.56], [7.06, -4.61, 3.06], [5.94, -2.63, 3.77]], "largest_force_ha_per_bohr": 0.04782, "gap_ev": 7.156, "homo_energy_ev": -8.98, "total_charge": 0, "lumo_ev": -1.8, "energy_ha": -3637.79292, "e_above_lowest_ev": 0.000, "spin_multiplicity": 1}



| no. | molecular weight (g/mol) |
| --- | --- |
| 1 | 82.1 |
| 2 | 138.2 |
| 3 | 125.1 |
| 4 | 70.1 |
| 5 | 339.3 |
| 6 | 742.9 |
| 7 | 84.1 |
| 8 | 213.2 |
| 9 | 818.2 |
| 10 | 115.2 |
| 11 | 716.8 |